i | Here is a 2-piece molecular cluster, CH7N2O overall from the Open Molecules 2025 dataset. Energies are from ωB97M-V with the def2-TZVPD basis set.

Last column: natural (NBO) charge in e.
Element x y z (Å)
H: 1.98229 0.66596 -0.28855  0.077
H: -0.82389 -1.04806 0.94711  0.449
N: 0.42669 1.40581 -1.47852  -0.892
H: 0.82956 -0.48936 -0.86615  0.099
C: 0.89665 0.47493 -0.39065  0.090
N: -1.23202 -2.07880 0.88962  -1.141
O: 0.19402 0.37217 0.85978  -0.978
H: 0.98026 2.29549 -1.36270  0.313
H: -0.40742 1.60027 -0.99727  0.353
H: -1.78514 -2.37820 1.80846  0.311
H: -2.07043 -1.76216 0.34709  0.319

Values from the calculation:
Frontier orbital gap   7.77 eV
Net charge   -1
E_LUMO   4.91 eV



ii | Here is a 2-piece molecular cluster, CH7N2O overall from the Open Molecules 2025 dataset. Energies are from ωB97M-V with the def2-TZVPD basis set.

Last column: natural (NBO) charge in e.
Element x y z (Å)
H: 1.79138 -0.28402 0.95590  0.161
H: -1.13827 0.34798 -1.93941  0.368
H: 0.99070 0.81852 -1.05455  0.345
H: -0.20012 -1.50009 -0.12235  0.393
C: 0.76484 0.05708 0.91099  -0.052
O: -1.59848 -0.49229 -1.99310  -1.352
N: 0.57375 1.17665 -0.03680  -0.873
H: -0.40013 1.22506 -0.35238  0.376
H: -1.12446 -0.68642 0.89601  0.359
N: -0.19364 -1.06708 0.79134  -0.873
H: 0.53442 0.40459 1.94434  0.147

Values from the calculation:
Frontier orbital gap   6.96 eV
Net charge   -1
E_LUMO   4.38 eV



Most stable structure - i; separation to the second - 0.058 eV.